97
Properties=species:S:1:pos:R:3 method="wB97M-V/def2-TZVPD" s2=6.0674 homo_ev="-1.929 / -4.051" spin_multiplicity=5 orbital_gap_ha="0.161 / 0.239" charge=-1
Ru -18.03781 -2.47771 10.99894
O -16.72635 -0.99844 14.92457
S -17.34522 -0.61546 13.69669
O -16.80588 0.57320 13.00535
O -17.36666 -1.92151 12.84947
C -18.98558 -0.31010 14.16631
C -19.20637 -0.06451 15.51787
C -20.46404 -0.07954 16.02618
C -21.55404 -0.18501 15.20624
C -21.39131 -0.22469 13.81099
C -20.07310 -0.42233 13.25618
P -19.68123 -0.63970 11.47351
C -21.37829 -0.82389 10.88430
C -22.01985 -2.03709 11.23360
C -23.33798 -2.23411 10.80688
C -23.96849 -1.31975 9.92870
C -23.29480 -0.09346 9.59195
C -21.96304 0.12630 10.06928
C -19.09467 0.91183 10.79232
C -18.82575 0.98053 9.41794
C -18.36712 2.21731 8.83206
C -18.33430 3.34221 9.62947
C -18.54173 3.22924 11.00950
C -18.86695 2.02995 11.63803
H -18.31286 0.07458 16.10101
H -20.56631 -0.14149 17.11765
H -22.50882 0.08938 15.58356
H -22.26251 -0.06986 13.16294
H -21.55872 -2.69177 12.00399
H -23.91720 -3.00486 11.26250
H -24.94114 -1.47493 9.49435
H -23.78527 0.70171 9.01828
H -21.41689 1.00799 9.79376
H -18.87448 0.00641 8.85510
H -18.06258 2.25569 7.79646
H -18.13264 4.26339 9.09430
H -18.27738 4.14592 11.59838
H -18.90281 1.90389 12.70612
Cl -16.45375 -3.69275 6.99390
C -18.09664 -3.08022 7.02641
C -18.45300 -2.42282 5.81351
C -19.75754 -1.86194 5.71981
C -20.67351 -1.96759 6.74054
C -20.29297 -2.73400 7.85954
C -18.98309 -3.27649 8.08009
P -18.51769 -4.22522 9.52692
C -17.97153 -5.95817 8.85117
C -17.55745 -6.97217 9.72574
C -16.93410 -8.13965 9.24660
C -16.75083 -8.36079 7.88056
C -17.33553 -7.45671 7.01287
C -18.05661 -6.33653 7.51618
C -20.05743 -4.97770 10.20250
C -20.98177 -5.64557 9.31632
C -22.13404 -6.27283 9.80780
C -22.35603 -6.43757 11.16333
C -21.53171 -5.68195 12.01882
C -20.45851 -4.96105 11.54526
H -17.76843 -2.30056 5.03027
H -20.06826 -1.29133 4.81823
H -21.59636 -1.40763 6.86081
H -21.03001 -2.93946 8.62955
H -17.68163 -6.77166 10.81066
H -16.59406 -8.91120 9.95712
H -16.19142 -9.21585 7.48120
H -17.24784 -7.62915 5.97094
H -18.61471 -5.64339 6.88842
H -20.76377 -5.77041 8.29652
H -22.79914 -6.82429 9.13153
H -23.30079 -6.96766 11.42352
H -21.69320 -5.69101 13.12451
H -20.06202 -4.29502 12.31125
C -16.39070 -1.63529 10.12936
H -16.59446 -0.55504 10.41546
H -16.41193 -1.65437 9.03035
C -15.03456 -5.21317 10.30744
C -15.73383 -4.50043 11.49398
C -15.51473 -5.32531 12.76063
C -17.29716 -4.22070 11.34110
C -14.92484 -3.16230 11.60846
C -14.18753 -2.84694 12.72912
C -13.38117 -1.69696 12.85093
C -13.21213 -0.80832 11.77878
C -14.02300 -0.99456 10.64478
C -15.01709 -2.15298 10.50421
H -15.34997 -6.25036 10.14457
H -13.97537 -5.24755 10.58977
H -15.12509 -4.61603 9.35190
H -15.87249 -6.30674 12.67589
H -16.01324 -4.76442 13.54795
H -14.43330 -5.46817 13.04809
H -17.94563 -4.86160 11.91355
H -14.32498 -3.50602 13.60155
H -12.86703 -1.52909 13.79871
H -12.48248 0.02721 11.88674
H -14.09540 -0.27583 9.85315
H -14.73511 -2.55378 9.50812

---

100
Properties=species:S:1:pos:R:3 method="wB97M-V/def2-TZVPD" s2=0.7647 homo_ev="-13.288 / -13.526" spin_multiplicity=2 orbital_gap_ha="0.291 / 0.216" charge=+2
Sn -0.86321 0.96372 -0.22096
C -2.72774 3.30856 1.08828
C -3.06858 2.73990 -0.21898
C -2.21406 3.21964 -1.15732
C -1.31533 4.23841 -0.51130
C -1.67346 4.12867 0.94529
H -3.26721 3.10806 2.00190
H -3.90759 2.09241 -0.42644
H -2.23128 3.02397 -2.22089
H -1.73208 5.21122 -0.83169
H -1.19941 4.72030 1.71458
O 0.06408 -2.34735 0.75685
C -0.64216 -2.81159 1.85906
C -0.15002 -3.80125 2.69980
C -0.93109 -4.25000 3.75078
C -2.20125 -3.72505 3.96490
C -2.66271 -2.71173 3.14769
C -1.87921 -2.23291 2.09446
P -2.49976 -0.80791 1.15547
C -3.09037 0.28103 2.48403
C -4.42788 0.50250 2.79780
C -4.75727 1.31500 3.87549
C -3.75956 1.88687 4.65304
C -2.42263 1.65334 4.35377
C -2.09045 0.86073 3.26776
C -3.87630 -1.44607 0.18098
C -4.87468 -0.60390 -0.31035
C -5.85864 -1.10294 -1.14526
C -5.84528 -2.44288 -1.51110
C -4.85207 -3.28340 -1.03345
C -3.86872 -2.78953 -0.18986
C 0.75385 -3.25246 -0.01458
C 0.28023 -4.52433 -0.29347
C 1.03627 -5.36850 -1.09042
C 2.25774 -4.96206 -1.62026
C 2.70460 -3.67879 -1.38706
C 1.95153 -2.81152 -0.58084
P 2.40868 -1.10888 -0.43673
C 2.85969 -0.52107 1.16066
C 2.76035 -1.35416 2.28138
C 3.04127 -0.84044 3.53459
C 3.40460 0.49487 3.67495
C 3.48410 1.32961 2.56422
C 3.20193 0.83163 1.30623
C 3.50933 -0.67244 -1.74525
C 3.06072 -0.87596 -3.05795
C 3.91973 -0.63234 -4.11256
C 5.21503 -0.19025 -3.86425
C 5.65912 0.01593 -2.56273
C 4.81018 -0.21737 -1.49582
H 0.83017 -4.22703 2.53132
H -0.54610 -5.02269 4.40291
H -2.81916 -4.09567 4.77102
H -3.63863 -2.27751 3.32746
H -5.21335 0.04032 2.21347
H -5.79798 1.48858 4.11631
H -4.02455 2.50801 5.49843
H -1.64363 2.08915 4.96563
H -1.04178 0.67376 3.04601
H -4.90013 0.43829 -0.02538
H -6.63709 -0.44715 -1.51221
H -6.61233 -2.83074 -2.16807
H -4.84135 -4.32749 -1.31631
H -3.09853 -3.45473 0.18025
H -0.66914 -4.85264 0.10654
H 0.66220 -6.36115 -1.30473
H 2.84296 -5.63917 -2.22622
H 3.62929 -3.33155 -1.82869
H 2.49242 -2.39637 2.16293
H 2.98927 -1.48273 4.40356
H 3.63089 0.88756 4.65780
H 3.76574 2.36796 2.68035
H 3.24593 1.48155 0.43999
H 2.05151 -1.22440 -3.24539
H 3.58004 -0.78536 -5.12801
H 5.88578 -0.00703 -4.69371
H 6.67261 0.34658 -2.38005
H 5.16099 -0.08261 -0.48056
C 2.49388 5.42548 -3.03177
C 2.50226 4.23101 -2.06506
C 3.61528 4.42043 -1.02935
C 2.71170 2.93047 -2.84883
C 1.18975 4.17212 -1.39894
C 0.08597 4.21123 -0.92619
H 3.44868 5.47424 -3.55829
H 2.34879 6.36165 -2.49309
H 1.69835 5.32246 -3.76942
H 4.57797 4.49542 -1.53761
H 3.66307 3.57803 -0.33684
H 3.46163 5.33343 -0.45380
H 3.69846 2.93736 -3.31568
H 1.96139 2.82472 -3.63329
H 2.64419 2.05997 -2.19324
F -2.17316 0.31065 -1.92461
P -1.07222 -0.59388 -2.95083
F -0.11121 0.72079 -2.80206
F -0.41476 -1.06034 -1.44262
F 0.04317 -1.39187 -3.70438
F -2.05831 -1.80690 -2.84388
F -1.76399 0.00847 -4.20933

---

103
Properties=species:S:1:pos:R:3 method="wB97M-V/def2-TZVPD" s2=0.7619 homo_ev="-6.701 / -7.459" spin_multiplicity=2 orbital_gap_ha="0.245 / 0.265" charge=0
Hg -4.14075 -20.44958 -0.66395
C -6.35001 -24.51137 -3.86780
C -7.08426 -23.49227 -3.25459
C -6.50903 -22.86249 -2.17738
C -5.29043 -23.20014 -1.64067
C -4.61214 -24.25446 -2.23132
C -5.08017 -24.85622 -3.37381
N -4.78122 -22.53404 -0.50136
N -5.05923 -23.26463 0.55314
C -4.80145 -22.63868 1.75145
C -5.05454 -23.39422 2.98837
C -4.70081 -22.83109 4.17985
C -4.16632 -21.55826 4.25154
C -3.94382 -20.90177 3.10304
N -4.19132 -21.48492 1.84739
H -6.89938 -25.04432 -4.69158
H -8.08541 -23.23861 -3.57865
H -7.02254 -22.03888 -1.72908
H -3.67426 -24.52764 -1.84912
H -4.54343 -25.75725 -3.77088
H -5.46607 -24.43983 2.95205
H -4.92065 -23.38333 5.09247
H -3.98314 -21.14860 5.22288
H -3.53094 -19.91924 3.02388
I -8.18693 -21.04123 1.34557
C -9.97105 -22.22795 1.53119
C -9.76366 -23.25289 2.38579
C -10.82500 -24.19164 2.63822
C -12.04353 -23.88693 2.19708
C -12.25035 -22.73038 1.39145
C -13.57059 -22.45213 1.01422
C -13.91664 -21.46995 0.13026
C -12.87327 -20.82703 -0.55669
C -11.54919 -21.01929 -0.17762
P -10.27421 -20.11424 -1.08118
C -11.10439 -19.66548 -2.61887
C -11.51374 -18.41152 -3.07384
C -11.97673 -18.30590 -4.36929
C -12.01665 -19.42157 -5.24035
C -11.65863 -20.69874 -4.74804
C -11.16576 -20.75020 -3.46857
C -10.14873 -18.50214 -0.27895
C -9.12613 -17.67779 -0.76114
C -9.16641 -16.30937 -0.48197
C -10.07849 -15.78479 0.40722
C -10.93560 -16.68648 1.02671
C -10.93965 -18.01097 0.75706
C -11.22452 -21.91520 0.92156
H -8.82460 -23.38102 2.87580
H -10.68335 -25.07113 3.24579
H -12.91249 -24.50898 2.47123
H -14.36206 -23.07344 1.48301
H -14.98557 -21.28358 -0.03689
H -13.11838 -20.16410 -1.38562
H -11.47680 -17.53174 -2.49492
H -12.30683 -17.28164 -4.64831
H -12.35933 -19.26195 -6.27713
H -11.80878 -21.53627 -5.37500
H -10.69952 -21.68770 -3.15030
H -8.33842 -18.04749 -1.39178
H -8.37805 -15.76262 -0.92425
H -10.10665 -14.74972 0.67123
H -11.55166 -16.27644 1.79858
H -11.60512 -18.65369 1.28542
N -6.97028 -21.70616 -11.55801
C -6.88448 -21.33302 -10.46298
C -6.79678 -20.94766 -9.07147
C -6.75353 -21.97921 -8.09091
C -6.57070 -21.58121 -6.75533
C -6.47061 -20.21241 -6.48969
C -6.34405 -19.19976 -7.44696
C -6.50031 -19.60526 -8.75898
N -6.33249 -19.81766 -5.15129
C -6.64996 -18.64660 -4.52555
C -6.09777 -18.72128 -3.27775
N -5.40036 -19.87737 -3.13999
C -5.57702 -20.52909 -4.24262
H -6.80658 -23.04789 -8.38731
H -6.56221 -22.32460 -5.96918
H -6.19156 -18.18249 -7.12321
H -6.37293 -18.96837 -9.57995
H -7.37047 -18.01839 -4.98806
H -6.12773 -17.93280 -2.56480
H -5.15214 -21.50304 -4.52889
C -6.20204 -16.73541 3.61368
C -6.50066 -17.59082 2.35925
O -5.20183 -17.72371 1.66194
P -5.00903 -16.98151 0.30655
O -6.21688 -17.00524 -0.51709
Te -3.11354 -17.97261 -0.85657
O -4.54053 -15.58595 0.73702
C -4.32011 -14.43789 -0.16781
C -3.14474 -13.59808 0.34952
H -7.09721 -16.65103 4.20962
H -5.90721 -15.72227 3.32388
H -5.39671 -17.17094 4.19540
H -7.21026 -17.20863 1.60524
H -6.89373 -18.55648 2.62106
H -5.28460 -13.96725 -0.17707
H -4.10640 -14.72976 -1.18304
H -3.25361 -13.19167 1.35449
H -2.86997 -12.84185 -0.37987
H -2.26862 -14.24526 0.36715

---

104
Properties=species:S:1:pos:R:3 method="wB97M-V/def2-TZVPD" homo_ev="-10.041 / -10.041" orbital_gap_ha="0.185 / 0.185" charge=+1
Pt 1.16918 -0.15821 -0.48852
N 3.58448 -0.53311 5.25758
C 3.03988 -0.12681 4.09368
C 3.83198 0.32549 3.02798
C 3.23818 0.68819 1.84298
N 1.91848 0.62889 1.63518
C 1.15438 0.22889 2.65518
C 1.65238 -0.14451 3.87888
H 4.56968 -0.43261 5.41738
H 3.00428 -0.78661 6.03638
H 4.90258 0.38669 3.13718
H 3.83988 1.05969 1.02528
H 0.08908 0.22989 2.47658
H 0.98218 -0.44661 4.66768
S 1.98878 -0.87601 -4.73272
C 1.42088 -1.22801 -3.29982
N 0.98168 -1.52071 -2.23442
C -5.90732 6.67979 3.97888
C -5.01832 5.56989 3.53328
O -5.20522 4.79929 2.63998
S -3.48632 5.51919 4.49208
C -2.57462 4.36489 3.51958
C -1.45992 4.83109 2.81208
C -0.83032 4.02259 1.91238
C -1.29642 2.68869 1.69888
C -2.34632 2.19709 2.53938
C -2.98832 3.03219 3.40818
C -0.80182 1.90509 0.71558
C -0.45902 1.11589 -0.24392
H -6.14572 7.29099 3.10878
H -5.43102 7.28519 4.74498
H -6.84462 6.27459 4.35878
H -1.13022 5.84569 2.97438
H 0.00908 4.37929 1.33738
H -2.63272 1.16239 2.43648
H -3.81292 2.67369 4.00608
O -1.15342 1.06569 -1.47542
C -0.69432 1.93429 -2.44782
C -0.93882 3.41809 -2.08862
C -2.39942 3.72059 -1.75482
C -3.39232 3.28849 -2.83802
C -3.62522 1.77759 -2.84632
C -2.60862 1.01899 -3.71732
N -1.26592 1.54999 -3.69422
H -0.61822 4.02009 -2.94032
H -0.30462 3.65599 -1.23002
H -2.47552 4.80019 -1.61242
H -2.66732 3.24549 -0.80672
H -3.04412 3.62489 -3.81722
H -4.34212 3.78629 -2.64232
H -4.62032 1.55219 -3.23132
H -3.57642 1.41689 -1.81792
H -2.92532 1.03809 -4.76002
H -2.56492 -0.02381 -3.38912
H -1.06962 2.23899 -4.41002
S 2.98728 -1.89071 -0.05582
Sb 1.18058 -3.37751 -0.28912
C 1.50068 -4.64491 1.40288
C 2.75398 -4.77291 1.97998
C 2.94508 -5.67161 3.01748
C 1.88468 -6.43171 3.48128
C 0.62898 -6.29221 2.91168
C 0.43658 -5.40281 1.86958
C 0.87758 -4.88271 -1.80672
C 0.12828 -4.63111 -2.94022
C -0.17702 -5.67911 -3.79312
C 0.28578 -6.95631 -3.52182
C 1.06358 -7.18931 -2.39942
C 1.35198 -6.15311 -1.52822
C -0.63662 -2.36661 0.25948
C -0.88182 -2.21041 1.61598
C -2.05962 -1.61221 2.03278
C -2.99372 -1.19381 1.10038
C -2.74612 -1.35821 -0.25112
C -1.56672 -1.94321 -0.67822
H 3.57948 -4.17141 1.61448
H 3.92508 -5.78501 3.45798
H 2.03398 -7.13731 4.28538
H -0.19782 -6.88321 3.27408
H -0.54032 -5.29841 1.41438
H -0.20912 -3.62761 -3.16202
H -0.78772 -5.49891 -4.66512
H 0.03588 -7.77061 -4.18362
H 1.44128 -8.17881 -2.19122
H 1.93798 -6.33881 -0.63742
H -0.15612 -2.56151 2.33888
H -2.24802 -1.47511 3.08668
H -3.92292 -0.74961 1.42448
H -3.47502 -1.03471 -0.97722
H -1.37652 -2.06691 -1.73412
I 7.73498 1.37789 -2.49842
C 5.67068 1.67569 -2.80732
C 4.77258 1.19889 -1.86362
C 3.42078 1.40639 -2.04842
C 2.95658 2.06949 -3.18402
C 3.87358 2.55299 -4.11742
C 5.22838 2.36259 -3.92712
C 1.51378 2.30619 -3.42672
O 1.07218 2.96699 -4.33112
O 0.74418 1.71439 -2.49352
H 5.13168 0.66989 -0.99362
H 2.71328 1.04869 -1.28062
H 3.50948 3.07759 -4.98802
H 5.93518 2.74949 -4.64352

---

Number 1: E -100073.752 eV, largest force on an atom 3.77 eV Å⁻¹. Number 2: E -101461.120 eV, largest force on an atom 0.50 eV Å⁻¹. Number 3: E -102649.511 eV, largest force on an atom 3.10 eV Å⁻¹. Number 4: E -113969.384 eV, largest force on an atom 4.19 eV Å⁻¹.